The following is a DFT calculation (wB97M-V/def2-TZVPD) of C14H31AlBBeBrCl5F4LiO10PS as an isolated structure.

Each line ends with the Mulliken charge.
CARTESIAN COORDINATES (ANGSTROEM)
C (1.28789, -1.03182, 5.06222)  -1.27
C (0.40321, -0.29298, 4.06603)  0.64
C (-1.02460, -0.10700, 4.58212)  -0.25
C (-1.95056, 0.59511, 3.56553)  -0.13
C (-3.07772, -0.25210, 2.95590)  -0.99
C (-2.65807, -1.65806, 2.49669)  0.08
C (-3.09361, -1.96674, 1.06273)  -1.43
C (-2.29630, -1.16991, 0.03950)  -0.79
P (-0.53532, -1.79496, -0.18163)  -0.10
O (-1.08933, -2.82508, -1.44597)  -0.66
B (-0.21345, -3.62054, -2.13554)  1.01
O (-0.04729, -3.48080, -3.49754)  -0.60
O (0.47598, -4.65672, -1.53445)  -0.63
O (0.03087, -0.70685, 1.09111)  -0.16
C (0.75810, 0.38728, 0.61547)  -0.81
C (0.53254, 0.51791, -0.91621)  0.85
Br (2.34155, 0.42423, -1.82032)  -0.25
C (-0.06275, 1.90979, -1.32853)  -0.60
O (-1.25271, 1.77427, -2.06724)  -0.34
C (-1.30681, 2.43974, -3.30887)  -0.59
O (-0.23781, -0.49617, -1.36200)  -0.53
H (2.23582, -1.31919, 4.58744)  0.02
H (0.81172, -1.97453, 5.34550)  0.37
H (1.53970, -0.44239, 5.95235)  0.39
H (0.83119, 0.66836, 3.76928)  0.35
H (0.35059, -0.88782, 3.15182)  -0.21
H (-0.93204, 0.54937, 5.46721)  -0.12
H (-1.40088, -1.08751, 4.88279)  0.47
H (-2.43023, 1.45397, 4.05109)  0.36
H (-1.34768, 1.00697, 2.75324)  -0.25
H (-3.46771, 0.28054, 2.08476)  0.50
H (-3.92922, -0.30934, 3.64519)  0.34
H (-1.58516, -1.81110, 2.60618)  0.00
H (-3.12485, -2.40165, 3.15846)  0.33
H (-4.15931, -1.71093, 0.97172)  0.38
H (-3.02421, -3.04064, 0.87146)  0.43
H (-2.78193, -1.25703, -0.93271)  0.56
H (-2.27782, -0.10399, 0.28108)  0.29
H (-0.70342, -2.82096, 0.83712)  -0.16
H (0.82279, -2.20335, -0.37953)  0.17
H (-0.18864, -2.54764, -3.71524)  0.32
H (0.26846, -4.66307, -0.59021)  0.31
H (0.38716, 1.28722, 1.12683)  0.21
H (1.82426, 0.26483, 0.82267)  0.32
H (0.68971, 2.45018, -1.90067)  0.45
H (-0.30682, 2.46179, -0.41163)  0.10
H (-0.44506, 3.09075, -3.46859)  0.22
H (-2.20882, 3.05908, -3.34533)  0.24
H (-1.35275, 1.70838, -4.12118)  0.26
Be (4.30646, -1.87182, 5.18684)  -0.02
C (1.42585, 4.48655, -6.14496)  -0.34
Cl (0.03501, 5.49530, -5.66632)  -0.20
Cl (2.13644, 3.61604, -4.80184)  -0.05
H (1.07719, 3.76804, -6.87701)  0.25
H (2.17612, 5.13918, -6.57445)  0.33
F (6.07608, 2.53450, -4.75199)  -0.39
Al (5.53797, 0.94636, -4.54475)  0.41
F (4.24038, 0.67752, -5.60535)  -0.27
F (5.02345, 0.72941, -2.95543)  -0.34
F (6.79070, -0.12125, -4.90725)  -0.39
O (4.62572, -1.62833, -7.56673)  -0.35
S (3.64356, -0.78667, -8.23579)  1.39
O (4.20521, 0.56209, -8.33348)  -0.31
O (2.39637, -0.86241, -7.48410)  -0.33
O (3.35040, -1.19366, -9.60870)  -0.43
C (-3.60841, 0.61929, 7.48773)  -0.01
Cl (-3.97061, -0.56752, 6.29264)  0.00
Cl (-2.48602, -0.06318, 8.70770)  -0.20
Cl (-2.84704, 2.04635, 6.72800)  -0.19
H (-4.49680, 0.96373, 8.00096)  0.42
Li (-0.71671, 1.82156, 8.21418)  0.90

The total energy is -207026.963 eV. As for the total charge: -1. For the energy relative to the best compared isomer or geometry (same formula, charge and spin), the calculation gives 0.000 eV. The value obtained for the HOMO energy is -0.182 Eh.



The following is a DFT calculation (wB97M-V/def2-TZVPD) of C14H31AlN3O3 as an isolated structure in a non-equilibrium geometry.

Each line ends with the Mulliken charge.
CARTESIAN COORDINATES (ANGSTROEM)
C (-0.92322, -0.48139, -0.85788)  -0.53
C (-0.73394, 0.93194, -0.84136)  -0.08
C (-0.72372, 2.57541, -0.60222)  -0.10
C (-1.55102, 3.37122, -1.77643)  -0.65
C (-2.95611, 2.65904, -2.23457)  -0.70
Al (-4.16313, 2.04522, -0.69245)  0.10
H (-1.33870, -1.57006, -1.05572)  0.30
H (0.40282, 2.94626, -0.67615)  0.14
H (-1.20541, 2.86441, 0.44864)  0.26
H (-1.68388, 4.50225, -1.44383)  0.27
H (-0.85173, 3.37224, -2.74405)  0.26
H (-3.54430, 3.45989, -2.88951)  0.32
H (-2.65269, 1.70946, -2.88606)  0.20
H (-3.56277, 2.25761, 0.75675)  -0.33
H (-5.53375, 2.88786, -0.79872)  -0.28
H (-4.48842, 0.50591, -0.94915)  -0.15
C (-8.01210, -1.15318, -2.48675)  -1.35
C (-6.58709, -0.67236, -2.51312)  0.66
O (-6.26541, 0.44316, -2.11107)  -0.44
N (-5.63485, -1.51670, -3.00304)  -0.07
C (-5.80889, -2.85399, -3.51799)  -0.91
H (-8.65354, -0.37221, -2.07067)  0.28
H (-8.35029, -1.37442, -3.50257)  0.36
H (-8.09458, -2.04174, -1.85536)  0.36
H (-4.70114, -1.12316, -2.98861)  0.21
H (-5.19730, -3.53081, -2.91633)  0.28
H (-5.45090, -2.86870, -4.55022)  0.29
H (-6.84889, -3.18040, -3.48879)  0.33
C (2.07898, -0.14953, 0.11907)  -1.14
C (3.50049, -0.51821, 0.44451)  0.50
O (3.82893, -1.66636, 0.73330)  -0.71
N (4.44166, 0.46814, 0.41276)  -0.07
C (4.25845, 1.86538, 0.09975)  -0.67
H (1.44659, -1.03842, 0.18576)  0.30
H (1.71215, 0.59097, 0.83481)  0.37
H (2.01891, 0.24238, -0.89966)  0.42
H (5.37366, 0.14362, 0.64288)  0.24
H (4.89035, 2.10576, -0.75876)  0.30
H (4.58612, 2.45138, 0.96178)  0.28
H (3.22119, 2.10852, -0.13257)  0.13
C (7.28402, -0.73846, 4.69012)  -1.34
C (6.56299, -1.16690, 3.44150)  0.83
O (6.84386, -0.71237, 2.33514)  -0.65
N (5.56761, -2.09130, 3.56152)  -0.09
C (5.09226, -2.73883, 4.76092)  -0.89
H (8.04808, 0.00037, 4.43550)  0.29
H (6.57942, -0.28098, 5.38974)  0.36
H (7.77503, -1.59925, 5.15159)  0.36
H (5.12966, -2.32902, 2.67915)  0.21
H (5.21558, -3.81730, 4.63512)  0.30
H (4.02964, -2.50959, 4.87119)  0.29
H (5.62931, -2.41275, 5.65213)  0.33

The total energy is -32225.777 eV. As for the total charge: -1. The value obtained for the HOMO energy is -0.146 Eh.



The following is a DFT calculation (wB97M-V/def2-TZVPD) of a 5-piece molecular cluster, C14H31F9N8O9S2 overall in a non-equilibrium geometry.

Each line ends with the Mulliken charge.
CARTESIAN COORDINATES (ANGSTROEM)
C (8.41978, -3.30997, 1.56408)  -0.83
C (7.42840, -3.18808, 0.24143)  -0.14
O (7.79492, -1.95894, -0.48824)  -0.35
C (6.58653, -1.26697, -0.98862)  0.39
O (5.67508, -1.92403, -1.71886)  -0.54
C (6.24507, 0.33844, -0.67020)  -0.47
C (5.11349, 0.45549, 0.54895)  -0.50
C (3.76932, 1.28574, 0.10957)  -0.26
O (2.58228, 0.45806, -0.15552)  -0.29
S (1.14923, 1.17043, 0.44270)  0.70
O (1.14504, 2.72538, 0.24039)  -0.58
O (-0.23164, 0.64827, -0.47674)  -0.37
C (-0.73744, -0.58263, 0.21824)  -0.49
C (-1.94515, -0.26994, 1.29193)  -0.42
C (-3.36009, 0.22614, 0.62709)  0.78
F (-3.78458, 1.40193, 1.48843)  -0.33
F (-3.19504, 0.87538, -0.72884)  -0.28
C (-4.60851, -0.80721, 0.73277)  0.68
F (-5.84160, -0.07810, 0.25708)  -0.26
F (-4.85165, -1.04741, 2.20106)  -0.24
S (-4.48313, -2.44667, -0.09697)  1.27
F (-3.33087, -1.97608, -1.25845)  -0.23
F (-5.76210, -1.94891, -1.17550)  -0.35
F (-5.72977, -3.03299, 0.97944)  -0.36
F (-3.33756, -3.09926, 0.99092)  -0.30
F (-4.54548, -3.97780, -0.86415)  -0.32
H (7.75178, -3.08700, 2.52567)  0.22
H (8.90079, -4.36912, 1.69435)  0.27
H (9.21648, -2.43799, 1.46875)  0.25
H (6.29823, -3.19296, 0.57540)  0.26
H (7.62004, -4.15385, -0.40419)  0.24
H (5.92710, 0.91403, -1.63945)  0.34
H (7.28612, 0.80090, -0.33204)  0.29
H (5.64653, 1.10002, 1.39656)  0.32
H (4.89237, -0.59855, 1.04935)  0.27
H (3.56875, 2.08162, 0.96364)  0.27
H (4.04672, 1.89913, -0.87545)  0.15
H (-0.94523, -1.46878, -0.51583)  0.32
H (0.19104, -0.93412, 0.88299)  0.34
H (-1.52731, 0.62517, 1.96495)  0.14
H (-2.06586, -1.16970, 2.06781)  0.32
C (3.10795, 6.21514, 1.43065)  0.69
O (4.16913, 5.62898, 1.57475)  -0.66
N (1.95070, 5.57463, 1.18514)  -0.20
N (3.00075, 7.55405, 1.50457)  -0.40
H (1.06698, 6.03988, 1.06366)  0.17
H (1.98725, 4.56567, 1.12183)  0.09
H (3.84865, 8.07451, 1.68801)  0.23
H (2.13582, 8.05474, 1.38883)  0.16
C (-0.11316, 4.06484, 4.18857)  0.71
O (0.42608, 3.05651, 3.76086)  -0.63
N (0.57972, 5.10425, 4.68787)  -0.42
N (-1.44854, 4.22695, 4.19878)  -0.36
H (0.15356, 5.94291, 5.04454)  0.15
H (1.58800, 5.02300, 4.69854)  0.21
H (-2.00743, 3.46781, 3.83160)  0.19
H (-1.91102, 5.04990, 4.54667)  0.16
C (-9.45973, -3.22465, -3.41687)  0.63
O (-10.44672, -3.69877, -3.95678)  -0.66
N (-8.31597, -3.91462, -3.25711)  -0.32
N (-9.42741, -1.96972, -2.93340)  -0.33
H (-7.49282, -3.54133, -2.81526)  0.14
H (-8.29789, -4.86355, -3.60720)  0.18
H (-10.26811, -1.41591, -3.03333)  0.20
H (-8.62415, -1.56159, -2.48577)  0.15
C (-1.54671, -3.95714, -4.06621)  0.64
O (-1.31048, -4.99705, -3.47188)  -0.66
N (-2.47221, -3.07471, -3.64846)  -0.31
N (-0.90261, -3.60044, -5.19206)  -0.40
H (-2.68079, -2.21317, -4.12429)  0.15
H (-2.98011, -3.30494, -2.80444)  0.14
H (-0.19778, -4.23691, -5.54075)  0.23
H (-1.08308, -2.74830, -5.69552)  0.16

The total energy is -91488.548 eV. For the energy relative to the best compared isomer or geometry (same formula, charge and spin), the calculation gives 6.068 eV. The value obtained for the HOMO energy is -0.360 Eh.